# C7H15N2O

An isolated ion of composition C7H15N2O and charge +1 in a non-equilibrium geometry (the ωB97M-V functional and the def2-TZVPD basis, the Open Molecules 2025 dataset).

The largest force on an atom is 4.473 eV/A. The calculation puts the energy relative to the best compared isomer or geometry (same formula, charge and spin) at 107.9 kcal/mol. The total energy is -460.10102 hartree. The value obtained for the HOMO energy is -11.087 eV. Its charge is +1. As for the molecular weight: 143.21 g mol⁻¹.

Each line ends with the natural charge from an NBO analysis.
Positions of all 25 atoms, in Å:
C: -0.605 0.913 -0.689  -0.176
C: 1.986 1.250 -0.140  -0.155
C: -4.198 0.238 -0.179  -0.469
C: 0.699 0.276 0.058  -0.399
C: -2.940 0.188 -0.706  -0.005
C: 0.901 -1.131 -0.197  0.732
C: 1.316 -2.162 0.801  -0.757
N: -1.906 0.915 -0.179  -0.603
N: 2.869 0.978 0.962  -0.892
O: 0.729 -1.469 -1.443  -0.576
H: -0.423 1.962 -0.813  0.216
H: -0.457 0.413 -1.658  0.215
H: 2.646 1.073 -1.058  0.235
H: 1.477 2.220 0.040  0.207
H: -4.476 0.874 0.649  0.207
H: -4.964 -0.405 -0.625  0.221
H: 0.539 0.487 1.084  0.241
H: -2.551 -0.530 -1.316  0.179
H: 2.297 -1.696 1.215  0.312
H: 1.560 -3.191 0.416  0.264
H: 0.729 -2.282 1.690  0.296
H: -1.969 1.228 0.757  0.387
H: 3.679 1.651 1.117  0.408
H: 2.498 0.661 1.838  0.369
H: 0.565 -2.460 -1.627  0.543